66
Properties=species:S:1:pos:R:3 method="wB97M-V/def2-TZVPD" mol_weight_da=632.3 homo_lumo_gap_ev=7.9808 energy_ha=-2886.6045 smiles="CC[C@@H](I)c1c(CCCOC)c(CCC(=O)O)c(P(C)CC)c2c1C(=O)NC2=O.ClCCCl" fmax_ha_per_bohr=0.035
I 0.78563 3.14724 2.51601
Cl 7.60930 1.02915 1.65142
Cl 6.14048 -1.88747 0.75144
P -1.94240 -3.23956 -0.45037
O 1.75232 -0.69840 3.84450
O -4.43765 2.14920 -2.37344
O -3.20074 1.20490 -3.92397
O -2.20507 4.13480 0.87847
O -0.86180 -3.95203 2.38129
N 0.96380 -2.70427 3.03936
C 1.63056 1.37748 1.65954
C -4.22964 -3.09066 -2.16194
C 2.78706 1.65080 0.68513
C 3.72268 0.43383 0.70413
C -1.42311 2.72586 -0.96131
C -1.44069 4.11763 -0.31327
C 0.48165 -0.80686 1.75864
C -1.14819 -3.53758 -2.10302
C -1.77482 -0.21699 -1.84635
C 0.60220 0.42095 1.10013
C 1.16803 -1.29632 2.99172
C 7.61680 -1.70275 1.73064
C -0.33150 -1.82414 1.28454
C -3.58216 4.30177 0.62581
C -3.74858 -2.87780 -0.72521
C -0.19035 0.61904 -0.05382
C -0.17837 -2.99121 2.24013
C -0.09076 1.92980 -0.82339
C -1.08535 -1.69149 0.11141
C 7.55798 -0.47690 2.60447
C -1.02341 -0.42601 -0.54766
C -3.70274 1.27158 -2.67010
C -3.27486 0.17098 -1.73454
H 0.73526 -2.93968 4.00763
H 8.46571 -1.66888 1.05297
H -0.76302 -2.64199 -2.58040
H -1.28200 0.57032 -2.40333
H -2.20265 2.15700 -0.47877
H -2.91822 0.30194 -4.11335
H 3.35110 2.52458 0.99365
H -4.12416 4.01713 1.52426
H -4.24907 -3.61487 -0.10402
H -1.88147 4.82666 -1.01959
H 3.17700 -0.45149 0.37777
H -1.69629 -1.09728 -2.47373
H -0.44085 4.46930 -0.08379
H -0.29570 -4.17140 -1.87894
H -1.79928 -4.10416 -2.75830
H 6.65005 -0.46071 3.20196
H 4.53235 0.56004 -0.00602
H 0.29360 1.68329 -1.81126
H -3.82553 5.34382 0.41345
H 8.41726 -0.46150 3.27257
H -4.03629 -1.91325 -0.32643
H 7.70241 -2.59156 2.35344
H 2.07783 0.88194 2.50132
H 0.63307 2.58729 -0.36384
H -3.54190 0.48884 -0.73533
H -3.91329 -0.66298 -1.99747
H 4.10881 0.26226 1.70321
H -3.94000 3.66149 -0.18001
H -1.61421 2.85251 -2.02243
H -5.24378 -2.73189 -2.31556
H 2.43567 1.75556 -0.33461
H -3.58998 -2.55528 -2.86390
H -4.16872 -4.14162 -2.42153